No. 1
C20H14N2O5 | the ωB97M-V functional and the def2-TZVPD basis

Last column: Mulliken charge in e.
Cartesian coordinates (Å):
O 5.8942 0.5215 5.2616  -0.525
O -3.9529 1.6617 -4.3564  -0.450
O 3.4031 -0.6590 5.3243  -0.540
O -3.9770 -1.2063 -3.8240  -0.365
O 5.6363 2.4760 4.0154  -0.599
N -2.0778 -4.1443 0.3154  -0.544
N 0.9163 -0.6265 1.4014  0.166
C -3.1347 1.0902 -3.3823  0.084
C -0.6017 -1.9885 0.4563  -0.125
C -4.9613 0.8205 -4.8729  -0.441
C -1.2698 1.2400 -1.7179  -1.125
C 4.1530 0.8132 3.5646  0.433
C -2.4144 -0.9226 -2.0459  -0.904
C -2.0591 1.7961 -2.7026  -0.797
C 0.2036 0.1240 0.4488  -1.249
C -3.2273 -0.3043 -3.0690  0.678
C -1.3588 -3.2251 0.3417  -0.209
C 3.3363 -0.2801 4.0115  -0.030
C -4.4417 -0.6306 -4.9641  -0.486
C 0.3581 -1.9407 1.4276  -0.095
C -1.4708 -0.1538 -1.3734  1.771
C 5.3210 1.2740 4.2517  0.485
C -0.6330 -0.6343 -0.2612  0.516
C 2.8335 0.7865 1.5458  -0.504
C 2.0580 -0.2272 1.9610  1.076
C 2.3305 -0.7900 3.2171  -0.540
C 3.8637 1.3825 2.2773  -1.034
H -3.7761 -0.5354 -5.8041  0.327
H -2.0206 2.8296 -2.9995  0.403
H 2.5737 1.1634 0.5843  0.590
H 4.1656 -0.2227 5.7076  0.354
H -5.2948 -1.3795 -5.2644  0.291
H 6.5895 1.1102 5.6111  0.350
H -5.7849 0.8550 -4.1496  0.287
H 0.3726 1.1537 0.3740  0.724
H -0.5538 1.9639 -1.3619  0.183
H -5.2194 1.1435 -5.8478  0.360
H -2.5816 -1.9773 -1.8211  0.446
H 1.7861 -1.6742 3.5943  0.219
H 0.4045 -2.7130 2.2101  0.342
H 4.6117 2.0299 1.9148  0.479

As for the SMILES: N#Cc1cn(-c2ccc(C(=O)O)c(O)c2)cc1-c1ccc2c(c1)OCCO2. For the frontier orbital gap, the calculation gives 7.54 eV. As for the HOMO energy: -8.04 eV. The LUMO energy comes out at -0.501 eV.


No. 2
C32H26BCo2O5P | the ωB97M-V functional and the def2-TZVPD basis

Last column: Mulliken charge in e.
Cartesian coordinates (Å):
Co 0.1082 1.0034 1.1797  1.013
Co 2.1932 2.8857 0.5457  0.231
P -1.7404 -0.0948 0.8441  2.770
O 4.0086 3.3276 -1.6864  -0.205
O 1.1666 -0.4300 3.4988  -0.279
O 1.7106 5.4089 1.8989  -0.216
O -1.2321 3.1199 2.6704  -0.297
O 4.0961 1.3366 2.1169  -0.257
C -3.3210 0.7622 1.1797  -0.353
C 4.6359 -3.0643 -0.4392  -0.427
C 3.2330 3.1820 -0.8352  0.242
C -1.6596 -2.6245 4.0473  -0.797
C -1.8537 -0.6709 -0.8830  -0.083
C -1.5903 -3.8923 3.4615  -0.619
C -5.3989 1.0226 2.4052  -0.689
C -1.7898 -1.4858 3.2513  -0.254
C 2.8823 -1.5820 0.3378  0.253
C 1.0937 0.7608 -0.3349  -0.697
C -3.5211 2.0259 0.5930  -0.011
C -1.8339 -2.8886 1.2624  -0.507
C -4.2911 0.2416 2.0543  -0.533
C -2.8269 -0.5972 -3.0969  -0.693
C 1.9906 0.1813 -1.1954  -0.364
C 3.8912 -1.2428 -1.8556  -0.724
C -0.7092 2.2569 2.0980  0.242
C 0.7898 0.0762 2.5185  0.078
C 3.7156 -2.6835 0.5460  -0.818
C -1.8308 -1.6137 1.8509  -0.155
C -4.6511 2.7776 0.9241  -0.771
C -0.7539 -1.3752 -1.4030  -0.653
C -2.9112 -0.3045 -1.7317  -0.709
C -1.6974 -4.0200 2.0746  -0.766
C 4.7332 -2.3261 -1.6332  -0.720
C -0.6566 -1.6169 -2.7714  -0.808
C 2.9068 -0.8889 -0.8919  1.356
C -5.5770 2.2946 1.8538  -0.626
C 1.8466 4.3926 1.3565  0.157
C -1.6966 -1.2325 -3.6236  -0.741
C 3.2737 1.9266 1.5470  0.316
C 0.5472 2.0581 -0.1969  -0.523
B 4.3641 2.8211 -5.3589  0.039
H -2.7955 2.4134 -0.1301  0.438
H 0.2407 -2.0977 -3.1649  0.484
H 5.4728 -2.5900 -2.3888  0.456
H -3.7901 0.1993 -1.3190  0.461
H -6.4314 2.9054 2.1479  0.429
H -1.6041 -2.5116 5.1292  0.433
H -1.4530 -4.7747 4.0863  0.444
H -1.9390 -2.9945 0.1793  0.486
H -1.8761 -0.4983 3.7181  0.545
H 2.0635 0.6250 -2.1958  0.759
H 3.6535 -3.2275 1.4928  0.472
H -6.1223 0.6262 3.1189  0.439
H 0.0540 -1.6896 -0.7328  1.077
H -0.1357 2.5933 -0.8550  0.717
H 2.2276 -1.2140 1.1335  -0.058
H -3.6507 -0.3125 -3.7537  0.446
H -1.6215 -1.4243 -4.6937  0.439
H 3.9640 -0.6227 -2.7501  0.552
H -4.7991 3.7509 0.4582  0.440
H 4.7555 1.8773 -6.0445  -0.016
H 4.2510 2.4818 -4.1830  -0.211
H 3.2733 3.2027 -5.7814  -0.007
H -4.1781 -0.7654 2.4660  0.473
H 5.2961 -3.9203 -0.2695  0.435
H 5.1704 3.7454 -5.4555  0.007
H -1.6702 -5.0054 1.6085  0.456

For the frontier orbital gap, the calculation gives 2.19 eV. As for the charge: +2. As for the HOMO energy: -12.98 eV. The LUMO energy comes out at -10.786 eV.


No. 3
C18H34Br2F4NO11S2 | the ωB97M-V functional and the def2-TZVPD basis

Last column: Mulliken charge in e.
Cartesian coordinates (Å):
Br 2.2926 -1.6560 0.8497  -0.022
Br 1.5834 -0.3260 -2.0221  -0.144
S 1.5651 -2.0872 5.1028  1.261
S 3.2084 -0.0568 4.4525  1.115
F 3.9977 0.2770 0.0685  -0.305
F 0.5156 0.7746 0.1732  -0.131
F -0.3038 -1.0634 2.6723  -0.271
F 2.0026 2.0609 -0.7729  -0.212
O -0.3816 0.7714 3.7727  -0.480
O -6.9075 1.5027 3.5704  -0.262
O 4.7496 0.1565 -7.9201  -0.270
O 4.3756 -0.1150 5.2956  -0.709
O 2.8672 -0.7204 -5.6534  -0.343
O -4.7883 0.7901 5.8634  -0.313
O 2.2284 0.8393 5.0458  -0.651
O 2.0712 -2.2299 6.4381  -0.728
O -4.4023 -0.1833 2.9967  -0.435
O 1.1558 -3.3872 4.6248  -0.785
O 1.9185 -1.1718 -8.5206  -0.274
N 2.6301 -1.5126 4.0237  -0.389
C -3.9020 0.9984 3.6145  -0.449
C 2.0746 0.1248 -6.4757  -0.336
C -0.2395 -0.3749 3.8195  0.784
C 1.4165 -2.4180 -8.9502  -0.801
C -7.3184 2.6206 2.8174  -0.795
C 5.0826 -0.5390 -6.7267  -0.586
C -3.5949 0.8518 5.0904  -0.190
C 3.8216 0.6807 2.9076  -0.914
C 2.7427 0.2309 0.5901  0.376
C 5.3672 1.4206 -8.0130  -0.797
C -6.8107 0.3155 2.7977  -0.570
C 1.1735 -0.6090 -7.4497  -0.577
C 2.7126 1.0403 1.8873  -0.666
C 1.6917 0.8301 -0.4269  0.442
C 0.0194 -1.1066 5.1270  -1.001
C -4.6884 -0.0872 6.9635  -0.789
C -5.7203 -0.5972 3.3238  -0.370
C 3.9401 -1.4225 -6.2676  -0.363
H -5.8247 -0.7696 4.3961  0.127
H 1.4310 0.6737 -5.7832  0.406
H 4.3312 -2.0824 -5.4892  0.412
H 5.1950 2.0120 -7.1068  0.357
H 1.7304 1.0441 2.3734  0.201
H 5.3418 0.1617 -5.9261  0.357
H -0.8356 -1.7028 5.4572  0.587
H 5.9617 -1.1616 -6.9412  0.403
H -4.5576 1.8495 3.4231  0.107
H 4.5515 -0.0356 2.5114  0.410
H -5.8444 -1.5671 2.8345  0.414
H 6.4430 1.3159 -8.1930  0.319
H 3.5807 -2.0647 -7.0727  0.115
H 2.6898 0.8707 -6.9811  0.104
H -3.0270 1.7266 5.4279  0.414
H 0.1630 -0.3193 5.8725  0.408
H 2.8875 2.0856 1.5857  0.456
H -5.6882 -0.2189 7.3777  0.242
H 0.4676 -2.2916 -9.4831  0.324
H -2.9845 -0.0454 5.2417  0.027
H 0.6189 -1.3839 -6.9091  0.351
H -4.3174 -1.0698 6.6511  0.339
H -2.9601 1.2123 3.1049  0.515
H -7.7796 -0.1992 2.8603  0.408
H 4.3802 1.5826 3.1660  0.348
H 2.1484 -2.8571 -9.6277  0.230
H -6.7017 2.7402 1.9195  0.351
H -7.1863 3.5059 3.4388  0.232
H 4.9165 1.9491 -8.8528  0.231
H 1.2830 -3.1013 -8.1042  0.361
H 0.4584 0.1029 -7.8817  0.385
H -4.0344 0.3314 7.7359  0.332
H -6.6101 0.5494 1.7466  0.352
H -8.3748 2.5348 2.5377  0.322

For the frontier orbital gap, the calculation gives 8.23 eV. As for the charge: -1. As for the HOMO energy: -6.07 eV. The LUMO energy comes out at 2.159 eV.


No. 4
C6H13NO | the ωB97M-V functional and the def2-TZVPD basis

Last column: Löwdin spin population.
Cartesian coordinates (Å):
O 1.1214 2.7457 -1.8012  0.012
N 1.0490 -1.8569 -0.6756  0.032
C 0.5121 0.3498 0.4149  0.269
C -2.9091 0.7324 0.6780  0.080
C -1.7278 1.3396 0.8638  0.096
C -0.5547 1.1493 0.0399  0.275
C 1.4681 -0.4301 -0.4718  0.049
C 0.6354 -2.5651 0.5046  0.009
H 0.7630 0.1590 1.4737  0.049
H 1.2038 1.8232 -2.0876  0.001
H -0.5679 1.6533 -0.9286  0.020
H -0.1952 -2.0963 1.0612  0.003
H 1.4569 -2.5959 1.2511  0.001
H 1.7410 -0.0318 -1.4245  0.009
H 2.3474 -0.4375 0.2004  0.022
H 0.4109 -3.6048 0.2384  0.003
H 0.3088 -1.9156 -1.3647  0.005
H -3.2969 0.1471 -0.1705  0.010
H -3.7628 0.7714 1.3480  0.016
H -1.6479 1.8787 1.8300  0.026
H 1.6445 2.7845 -0.9794  0.015

For the frontier orbital gap (alpha / beta), the calculation gives 3.49 / 7.33 eV. As for the spin multiplicity: 2. As for the charge: -1. As for the HOMO energy (alpha / beta): 0.58 / -3.31 eV. Its expectation value of S² is 0.75. The LUMO energy (alpha / beta) comes out at 4.070 / 4.019 eV.


The evaluated energy for the records listed, in turn: -1256.17085 -4741.97121 -7932.44779 -366.27241 Eh.
The evaluated energy above the lowest of the compared OMol25 structures with the same formula, charge and spin for the records listed, in turn: 204.4 239.0 71.4 265.2 kJ/mol.